# 1
This record from the Open Molecules 2025 dataset describes a molecular structure, C35H29BaBrN5O10P at a distorted geometry. The level of theory is ωB97M-V/def2-TZVPD.

Results
HOMO energy: -6.9264 eV
frontier orbital gap: 6.26 eV
maximum force: 0.100 hartree/bohr
relative energy (zero: lowest compared OMol25 entry of this formula, charge and spin): 4.2278 eV

Cartesian coordinates (Å):
Ba1 0.93 -0.42 -0.58
O1 -3.25 -0.02 -2.25
C1 -1.96 -0.22 -1.97
O2 -1.24 0.64 -1.54
C2 -1.50 -1.60 -2.32
C3 -2.24 -2.49 -3.07
C4 -1.63 -3.69 -3.45
C5 -0.31 -3.92 -3.10
C6 0.35 -2.97 -2.33
N1 -0.26 -1.88 -1.91
C7 1.78 -3.08 -1.87
O3 2.53 -4.06 -2.36
O4 2.18 -2.43 -0.92
H1 -3.47 0.89 -2.00
H2 -3.25 -2.26 -3.36
H3 -2.18 -4.42 -4.02
H4 0.18 -4.83 -3.41
H5 2.29 -4.23 -3.28
Br1 -3.41 8.88 -1.20
C8 -3.87 7.35 -0.15
C9 -4.04 7.49 1.21
C10 -4.40 6.39 1.97
C11 -4.56 5.14 1.36
C12 -4.37 5.02 -0.02
C13 -4.04 6.13 -0.78
N2 -5.11 4.07 2.10
N3 -4.66 2.91 2.15
C14 -3.38 2.51 1.75
C15 -2.23 3.31 1.74
C16 -0.97 2.79 1.51
C17 -0.75 1.43 1.27
O5 0.41 0.91 1.08
C18 -1.94 0.59 1.21
N4 -1.76 -0.70 0.83
C19 -2.81 -1.48 0.72
C20 -4.12 -1.06 1.00
C21 -4.32 0.24 1.38
C22 -3.22 1.12 1.48
H6 -3.91 8.45 1.68
H7 -4.55 6.48 3.03
H8 -4.51 4.06 -0.49
H9 -3.90 6.04 -1.85
H10 -2.33 4.36 1.97
H11 -0.11 3.44 1.54
H12 -2.62 -2.50 0.41
H13 -4.95 -1.75 0.91
H14 -5.31 0.62 1.61
O6 2.15 -1.71 -3.68
C23 2.19 -0.66 -3.00
O7 1.24 0.12 -2.79
C24 3.50 -0.35 -2.31
C25 4.74 -0.65 -2.92
C26 5.89 -0.36 -2.25
C27 5.81 0.19 -0.94
C28 6.95 0.49 -0.16
C29 6.81 0.99 1.10
C30 5.52 1.20 1.65
C31 4.40 0.93 0.91
C32 4.52 0.42 -0.40
N5 3.39 0.17 -1.11
H15 4.73 -1.10 -3.90
H16 6.86 -0.56 -2.68
H17 7.93 0.32 -0.58
H18 7.68 1.22 1.70
H19 5.43 1.59 2.65
H20 3.40 1.10 1.29
C33 2.91 -2.34 2.03
O8 1.82 -3.26 1.99
P1 0.47 -2.91 1.13
O9 0.27 -4.26 0.25
C34 0.52 -5.57 0.77
O10 -0.62 -3.29 2.28
C35 -0.73 -2.40 3.39
H21 3.55 -2.65 2.85
H22 2.56 -1.32 2.22
H23 3.48 -2.35 1.10
H24 1.08 -6.12 0.01
H25 -0.43 -6.07 0.96
H26 1.10 -5.53 1.68
H27 -1.73 -2.50 3.80
H28 -0.57 -1.37 3.08
H29 0.00 -2.67 4.16


# 2
This record from the Open Molecules 2025 dataset describes a molecular structure, C35H29BrIrN3O10S2 at a distorted geometry. The level of theory is ωB97M-V/def2-TZVPD.

Results
HOMO energy (spin up / spin down): -8.9278 / -10.1562 eV
spin multiplicity: 6
frontier orbital gap (spin up / spin down): 6.10 / 4.28 eV
charge: +1
maximum force: 0.059 hartree/bohr

Cartesian coordinates (Å):
Ir1 1.49 1.46 -0.41
C1 5.86 3.31 -1.58
O1 5.01 2.21 -1.03
C2 5.31 0.88 -1.06
C3 6.52 0.23 -1.47
C4 6.73 -1.14 -1.19
Br1 8.49 -1.94 -1.23
C5 5.68 -1.97 -0.73
C6 4.44 -1.36 -0.45
C7 4.22 0.06 -0.51
O2 3.18 0.58 0.04
C8 3.38 -2.25 -0.05
N1 2.42 -2.05 0.92
C9 1.54 -3.14 0.97
C10 0.31 -3.33 1.66
C11 -0.37 -4.48 1.34
C12 0.14 -5.40 0.43
C13 1.39 -5.36 -0.15
C14 2.12 -4.17 0.11
N2 3.24 -3.55 -0.43
H1 5.94 4.04 -0.79
H2 5.32 3.81 -2.41
H3 6.86 2.95 -1.88
H4 7.29 0.81 -1.91
H5 5.93 -3.04 -0.66
H6 2.34 -1.22 1.50
H7 -0.17 -2.51 2.20
H8 -1.33 -4.73 1.78
H9 -0.54 -6.19 0.05
H10 1.77 -6.10 -0.89
H11 3.84 -4.08 -1.05
O3 1.74 2.49 1.49
S1 2.27 3.74 0.79
O4 3.49 4.27 1.27
O5 2.24 3.47 -0.67
C15 0.96 4.95 1.10
C16 1.38 6.20 1.57
C17 0.39 7.19 1.88
C18 -0.91 6.97 1.55
C19 -1.34 5.69 1.15
C20 -0.40 4.66 0.92
S2 -1.20 3.17 0.27
O6 -2.27 3.62 -0.60
O7 -1.40 2.25 1.36
O8 -0.17 2.47 -0.71
H12 2.43 6.44 1.68
H13 0.77 8.08 2.42
H14 -1.62 7.78 1.61
H15 -2.35 5.45 0.84
C21 -5.82 -1.81 3.45
C22 -5.55 -1.25 2.06
C23 -6.64 -1.23 1.19
C24 -6.46 -1.23 -0.19
C25 -5.15 -1.03 -0.69
C26 -4.02 -0.97 0.17
N3 -2.74 -1.02 -0.36
C27 -2.36 -1.35 -1.68
C28 -3.18 -2.22 -2.45
C29 -2.95 -2.42 -3.81
C30 -1.75 -1.97 -4.41
C31 -0.82 -1.27 -3.59
C32 -1.09 -1.02 -2.24
C33 -0.07 -0.36 -1.43
O9 0.85 0.29 -2.08
O10 0.01 -0.50 -0.15
C34 -4.25 -0.91 1.60
C35 -3.09 -0.61 2.53
H16 -6.59 -2.61 3.31
H17 -6.24 -1.11 4.17
H18 -4.96 -2.31 3.86
H19 -7.66 -1.32 1.59
H20 -7.29 -1.33 -0.85
H21 -5.04 -0.82 -1.75
H22 -2.01 -0.57 0.24
H23 -3.96 -2.74 -2.01
H24 -3.73 -2.99 -4.32
H25 -1.63 -2.05 -5.50
H26 0.08 -0.90 -4.03
H27 -3.34 0.13 3.27
H28 -2.22 -0.18 2.03
H29 -2.73 -1.54 3.03


# 3
This record from the Open Molecules 2025 dataset describes a molecular structure, C35H29Cl4NO8PS3Y at a distorted geometry. The level of theory is ωB97M-V/def2-TZVPD.

Results
HOMO energy: -1.7798 eV
frontier orbital gap: 5.70 eV
charge: -2
maximum force: 0.047 hartree/bohr
relative energy (zero: lowest compared OMol25 entry of this formula, charge and spin): 3.4788 eV

Cartesian coordinates (Å):
Y1 0.46 -0.37 0.13
O1 -0.08 3.15 3.73
C1 -0.03 2.53 2.54
O2 0.97 1.98 2.16
C2 -1.32 2.65 1.75
O3 -1.26 1.88 0.59
C3 -1.55 2.60 -0.69
C4 -0.46 3.39 -1.24
O4 -0.07 5.60 -0.17
O5 1.31 1.83 -0.54
H1 0.76 2.99 4.20
H2 -2.13 2.31 2.41
H3 -1.48 3.72 1.53
H4 -1.78 1.71 -1.30
H5 -2.46 3.20 -0.53
Cl1 7.20 -1.93 0.64
C5 5.62 -1.66 0.00
C6 5.35 -1.94 -1.32
Cl2 6.60 -2.54 -2.36
C7 4.06 -1.72 -1.82
Cl3 3.73 -2.05 -3.49
C8 3.03 -1.22 -1.03
O6 1.82 -1.03 -1.48
C9 3.32 -0.89 0.35
O7 2.39 -0.37 1.08
C10 4.61 -1.14 0.81
Cl4 4.96 -0.75 2.46
C11 -0.58 4.86 -1.33
C12 0.77 2.66 -1.62
C13 1.93 3.56 -2.07
C14 0.58 1.56 -2.73
C15 0.15 2.14 -4.09
O8 -0.83 1.25 -4.56
C16 -1.13 0.41 -3.51
N1 -0.41 0.56 -2.45
C17 -2.17 -0.55 -3.74
C18 -2.64 -0.69 -5.05
C19 -3.58 -1.63 -5.38
C20 -4.05 -2.50 -4.40
C21 -3.60 -2.37 -3.10
C22 -2.69 -1.39 -2.73
P1 -2.27 -1.16 -0.96
C23 -3.90 -0.55 -0.32
C24 -5.13 -0.72 -0.95
C25 -6.29 -0.29 -0.33
C26 -6.24 0.35 0.90
C27 -5.02 0.57 1.50
C28 -3.86 0.11 0.90
C29 -2.38 -2.92 -0.46
C30 -1.63 -3.82 -1.22
C31 -1.60 -5.16 -0.87
C32 -2.29 -5.59 0.26
C33 -3.01 -4.69 1.02
C34 -3.06 -3.36 0.67
H6 0.22 4.94 0.46
H7 -1.63 5.16 -1.43
H8 -0.03 5.28 -2.19
H9 1.49 2.40 0.23
H10 1.73 4.00 -3.05
H11 2.83 2.96 -2.13
H12 2.08 4.36 -1.35
H13 1.54 1.04 -2.78
H14 0.97 2.20 -4.82
H15 -0.31 3.13 -3.96
H16 -2.25 -0.02 -5.81
H17 -3.94 -1.72 -6.40
H18 -4.77 -3.28 -4.65
H19 -3.97 -3.06 -2.35
H20 -5.20 -1.20 -1.91
H21 -7.25 -0.46 -0.81
H22 -7.16 0.67 1.38
H23 -4.96 1.08 2.45
H24 -2.90 0.24 1.39
H25 -1.06 -3.47 -2.07
H26 -1.02 -5.85 -1.45
H27 -2.24 -6.63 0.55
H28 -3.51 -5.02 1.92
H29 -3.60 -2.65 1.28
S1 -0.98 -3.50 3.56
C35 -0.47 -2.47 2.37
S2 0.49 -2.96 1.04
S3 -0.92 -0.79 2.39